(1)
The following is a quantum chemistry calculation of one molecule with the formula C10H14N2S2, from the OMol25 dataset.

Structure (ORCA input):
```
! wB97M-V def2-TZVPD RIJCOSX def2/J DEFGRID3
* xyz 0 1
C 1.61338 -4.10397 -2.36288
C 1.46918 -2.95771 -1.34297
C 1.74904 -1.55760 -1.91138
S 0.62060 -0.15879 -1.27974
C 1.45973 0.19112 0.25831
S 2.48932 -0.86754 1.06487
N 1.01989 1.35784 0.85213
C 0.09210 2.37772 0.32921
C -1.25959 1.98376 0.76723
C -2.30093 2.00282 -0.16905
C -3.57365 1.47106 0.03593
N -3.89638 0.83556 1.13043
C -2.94732 0.82337 2.07581
C -1.69452 1.50429 2.00092
H 1.24469 -5.00533 -1.83955
H 0.91135 -3.91694 -3.16738
H 2.64563 -4.39122 -2.66558
H 0.30907 -2.97427 -1.15732
H 1.88914 -3.15977 -0.29420
H 1.38665 -1.36162 -2.93310
H 2.78737 -1.19036 -1.85663
H 1.35899 1.46894 1.80974
H 0.15384 2.32141 -0.77534
H 0.32566 3.39772 0.55859
H -1.94854 2.37275 -1.19761
H -4.18415 1.39783 -0.86335
H -3.10210 0.18845 2.94763
H -1.04531 1.51079 2.90735
*
```

Summary:
Structure (SMILES): CCCSC(=S)NCc1ccncc1
Orbital gap in eV: 8.867
LUMO in eV: 0.5
E in Ha: -1295.2849
Relative energy (zero: lowest compared OMol25 entry of this formula, charge and spin) in eV: 1.041



(2)
The following is a quantum chemistry calculation of C6H10N as an isolated structure, from the OMol25 dataset.

Structure (ORCA input):
```
! wB97M-V def2-TZVPD RIJCOSX def2/J DEFGRID3
* xyz 1 1
C 1.04637 1.23069 -0.04448
C 1.99590 0.31964 0.05478
C -1.15991 0.02402 -0.00831
C 3.01406 -0.57133 -0.02285
C -2.05771 1.20072 0.05464
C -1.64533 -1.34355 0.04526
N 0.14902 0.19944 0.12566
H 0.86448 2.24146 -0.16916
H 4.00164 -0.02431 0.10262
H 2.91864 -1.20890 -1.04885
H 3.35251 -1.33615 0.80713
H -2.75776 1.23724 0.99341
H -2.74742 1.18858 -0.67729
H -1.61581 2.11925 -0.16394
H -1.12279 -2.06048 0.66361
H -1.61648 -1.72213 -0.96368
H -2.61940 -1.49418 0.25143
*
```

Summary:
Orbital gap in eV: 9.306
LUMO in eV: -4.5
E in Ha: -288.9399
Relative energy (zero: lowest compared OMol25 entry of this formula, charge and spin) in eV: 3.894



(3)
The following is a quantum chemistry calculation of C24H27Cl6N3O6 as an isolated structure, from the OMol25 dataset.

Structure (ORCA input):
```
! wB97M-V def2-TZVPD RIJCOSX def2/J DEFGRID3
* xyz 0 1
Cl -3.13607 0.77345 2.15211
C -4.68799 0.05369 2.55238
C -5.72018 1.13569 2.72392
Cl -7.33329 0.31467 2.95163
H -4.59285 -0.48252 3.49659
H -4.97311 -0.73956 1.86132
H -5.80194 1.85526 1.90928
H -5.45608 1.67051 3.63623
Cl 0.71245 3.29565 0.96223
C -0.57665 3.50784 2.15344
C -0.37217 4.63936 3.23354
Cl 0.95966 4.48317 4.38063
H -0.92501 2.58390 2.61502
H -1.40314 3.79330 1.50266
H -1.23666 4.77553 3.88331
H -0.28328 5.62805 2.78333
Cl -0.02351 -0.99414 1.34748
C -0.58300 0.67527 0.85209
C -1.86443 0.50876 0.01084
Cl -2.35931 2.26275 -0.35920
H 0.18191 1.18850 0.26934
H -0.76969 1.17969 1.80015
H -2.69997 0.18476 0.63132
H -1.62873 -0.06915 -0.88279
C 1.70658 -3.39682 -1.21782
C 0.80892 -2.44957 -0.60984
C -0.22963 -2.01747 -1.48656
C -0.36237 -2.49739 -2.79467
C 0.49588 -3.51137 -3.33869
C 1.51683 -3.94357 -2.55832
N -1.41610 -1.98011 -3.68335
O -2.09289 -1.03323 -3.22286
O -1.68881 -2.59088 -4.75668
H 2.52267 -3.72494 -0.59112
H 1.08639 -1.91958 0.28934
H -1.00450 -1.36439 -1.11309
H 0.49905 -3.78208 -4.38421
H 2.22535 -4.64386 -2.97546
C 4.50501 -2.42593 2.61967
C 4.31194 -1.12391 3.07927
C 3.43689 -0.25699 2.31279
C 2.82667 -0.73279 1.09207
C 3.05428 -2.09130 0.76691
C 3.91463 -2.95342 1.51556
N 1.83965 0.12129 0.19404
O 1.36898 1.06371 0.77183
O 1.43976 -0.37171 -0.88588
H 5.09509 -3.01447 3.30658
H 4.75786 -0.65248 3.94258
H 3.01936 0.68174 2.64575
H 2.62121 -2.41487 -0.16806
H 4.06002 -4.01780 1.40447
C 1.10320 1.78558 -1.01816
C -0.13943 2.31552 -1.47185
C -0.66182 1.76052 -2.64338
C -0.03160 0.80274 -3.41629
C 1.24473 0.29846 -2.94455
C 1.78624 0.77974 -1.78786
N -0.72047 0.23215 -4.62300
O -0.15967 -0.67266 -5.23196
O -1.73409 0.76500 -5.10553
H 1.54463 1.99708 -0.05545
H -0.61942 2.99840 -0.78651
H -1.69262 2.01157 -2.84545
H 1.66755 -0.60515 -3.35819
H 2.66688 0.35112 -1.33271
*
```

Summary:
Orbital gap in eV: 5.854
LUMO in eV: -1.6
E in Ha: -4306.4689
Relative energy (zero: lowest compared OMol25 entry of this formula, charge and spin) in eV: 23.504



(4)
The following is a quantum chemistry calculation of one molecule with the formula C9H10N4, from the OMol25 dataset.

Structure (ORCA input):
```
! wB97M-V def2-TZVPD RIJCOSX def2/J DEFGRID3
* xyz 0 1
C -1.33895 0.28038 -2.85304
C -0.18008 -0.70415 -2.79819
C -0.39250 -1.70328 -1.63673
C -0.23985 -1.06541 -0.28449
N -1.18092 -1.25168 0.60914
N -1.16905 -0.62542 1.79654
C -0.12772 0.18990 2.08326
C -0.00029 0.76331 3.31714
C 1.09191 1.58268 3.59804
N 2.09340 1.76798 2.73411
C 1.99344 1.17080 1.52589
C 0.90074 0.36788 1.14985
N 0.83663 -0.25569 -0.05763
H -2.28218 -0.26981 -3.02831
H -1.44181 0.87019 -1.93508
H -1.22003 1.00320 -3.70139
H -0.15696 -1.31023 -3.70548
H 0.73815 -0.15576 -2.67984
H 0.37149 -2.46994 -1.76061
H -1.37182 -2.17860 -1.73430
H -0.80089 0.66978 4.03961
H 1.10461 2.06913 4.55363
H 2.77269 1.25474 0.76788
*
```

Summary:
Structure (SMILES): CCCc1nnc2ccncc2n1
Orbital gap in eV: 8.135
LUMO in eV: -1.4
E in Ha: -567.9310
Relative energy (zero: lowest compared OMol25 entry of this formula, charge and spin) in eV: 1.978



(5)
The following is a quantum chemistry calculation of BH4N as an isolated structure, from the OMol25 dataset.

Structure (ORCA input):
```
! wB97M-V def2-TZVPD RIJCOSX def2/J DEFGRID3
* xyz 0 1
B -1.01414 0.06524 -0.13667
N 0.94646 -0.10750 0.27981
H -1.18810 -0.26453 -1.26147
H -1.67517 0.63531 0.51575
H 1.49442 0.36736 0.94591
H 1.43654 -0.69588 -0.34332
*
```

Summary:
Orbital gap in eV: 8.944
LUMO in eV: 0.0
E in Ha: -81.8980
Relative energy (zero: lowest compared OMol25 entry of this formula, charge and spin) in eV: 3.272



(6)
The following is a quantum chemistry calculation of C26H31N3O3 as an isolated structure, from the OMol25 dataset.

Structure (ORCA input):
```
! wB97M-V def2-TZVPD RIJCOSX def2/J DEFGRID3
* xyz 0 1
C 6.42649 3.04110 -2.03470
C 5.74591 2.10994 -1.23877
C 4.47182 2.54724 -0.85020
C 3.62447 1.59436 -0.03115
C 4.12935 0.23770 0.27153
C 5.33160 -0.01915 0.05933
C 6.04314 0.77605 -0.64019
C 7.48967 0.51305 -1.34817
H 7.52374 0.44456 -2.40619
H 7.80883 -0.51713 -0.80470
H 8.18644 1.42686 -0.87971
H 5.70592 -0.76958 0.23414
N 3.37658 -0.62510 1.13117
C 3.86894 -1.35047 2.07360
O 5.00016 -1.74696 2.06178
C 2.60757 -2.14772 2.85589
H 2.75864 -2.06258 3.85031
C 1.39175 -1.60845 2.14280
C 0.95974 -2.44113 0.97674
O 1.29893 -3.59629 0.96072
N -0.29402 -2.04521 0.33885
C -1.14627 -2.49056 -0.42352
C -0.71289 -3.68150 -1.13788
C -1.54416 -4.23414 -2.05241
C -2.58562 -3.40145 -2.91472
C -2.84218 -2.36303 -2.06475
C -2.16940 -2.06621 -0.99228
C -2.53805 -0.45717 -0.34080
O -1.85107 0.06448 0.39594
N -3.85036 -0.35379 -0.28286
H -4.51932 -0.84592 -0.83489
C -4.48093 0.85577 0.10996
C -5.11468 1.76585 -0.81182
C -5.74979 2.86333 -0.23089
C -6.73967 2.57002 0.91004
C -5.97530 1.98981 2.00708
C -5.40772 0.52692 1.17758
H -4.92583 -0.05239 2.37743
H -6.26048 -0.04303 0.94871
H -5.32861 2.49349 2.52504
H -6.64792 1.44224 2.91325
H -7.68789 2.15328 0.72641
H -7.19798 3.50579 1.38784
H -4.96548 3.45584 0.22650
H -6.33764 3.64140 -1.04836
H -4.27439 1.92119 -1.62769
H -5.86667 1.03058 -1.24389
H -3.47402 1.29174 0.69469
H -3.74194 -1.73497 -2.53890
H -3.30311 -3.87231 -3.44977
H -1.18718 -5.16947 -2.74485
H 0.18698 -4.29161 -0.90868
H -0.36750 -1.03571 0.58609
C 1.98971 -0.34991 1.48051
H 1.82209 0.53758 2.12782
H 1.51032 -0.01088 0.60984
H 0.61247 -1.39431 2.71072
H 2.67417 -3.18921 2.64574
H 2.61072 2.03612 0.31735
H 4.02838 3.38176 -0.85355
H 5.86349 3.86172 -2.43865
H 7.35229 3.33516 -1.54201
H 6.68779 2.55240 -3.11844
*
```

Summary:
Orbital gap in eV: 8.522
LUMO in eV: 0.3
E in Ha: -1398.7365
Relative energy (zero: lowest compared OMol25 entry of this formula, charge and spin) in eV: 19.628